4 unconnected molecules or ions with the total composition C54H35F20N2O9P in a non-equilibrium geometry, computed with ωB97M-V/def2-TZVPD.

Computed properties:
* E_tot: -5203.96903 Ha
* orbital gap: 6.571 eV
* LUMO level: -1.919 eV

Structure (ORCA input):
```
! RIJCOSX wB97M-V def2-TZVPD def2/J DEFGRID3
* xyz 0 1
C 4.188 -2.162 4.968
P 4.361 -3.860 4.239
O 6.003 -4.060 4.026
C 3.713 -3.670 2.521
C 4.551 -3.952 1.476
C 4.116 -3.805 0.194
C 2.841 -3.373 -0.025
C 1.983 -3.123 1.011
C 2.403 -3.269 2.322
C 1.436 -2.968 3.444
C 1.169 -1.425 3.510
C -0.296 -1.111 3.576
F -0.787 -0.107 2.808
C -1.158 -1.765 4.360
F -2.383 -2.061 3.963
F -0.856 -2.171 5.577
C 0.600 -2.667 0.602
O -0.419 -3.042 1.163
C 0.593 -1.740 -0.580
C -0.217 -0.647 -0.672
C -0.175 0.179 -1.755
C -1.153 1.343 -1.648
C -0.810 2.431 -0.881
C -1.733 3.455 -0.687
C -2.937 3.294 -1.346
C -3.130 2.184 -2.118
N -2.299 1.161 -2.303
C 0.673 -0.062 -2.822
C 0.714 0.831 -4.041
C -0.493 0.649 -4.992
C -0.356 -0.446 -6.044
F 0.943 -0.648 -6.382
F -0.944 -0.007 -7.182
C -0.913 -1.850 -5.687
F -0.076 -2.506 -4.869
F -0.952 -2.553 -6.839
C -2.327 -1.846 -5.035
F -3.057 -0.927 -5.686
F -2.168 -1.567 -3.730
C -3.072 -3.209 -5.140
F -3.652 -3.266 -6.347
F -2.193 -4.228 -5.117
C -4.093 -3.520 -4.001
F -3.441 -3.836 -2.882
F -4.688 -4.671 -4.400
C -5.264 -2.516 -3.779
F -6.296 -3.228 -3.284
F -5.688 -2.041 -4.962
C -5.051 -1.299 -2.842
F -4.575 -0.239 -3.506
F -4.238 -1.525 -1.803
C -6.423 -0.816 -2.223
F -6.779 -1.537 -1.173
F -6.192 0.433 -1.761
F -7.385 -0.710 -3.129
C 1.514 -1.162 -2.712
C 2.544 -1.525 -3.781
C 3.972 -1.354 -3.257
N 4.940 -2.048 -3.685
C 1.463 -1.983 -1.611
C 2.364 -3.176 -1.435
O 2.681 -3.949 -2.321
H 3.279 -2.105 5.562
H 5.047 -1.989 5.606
H 4.140 -1.417 4.173
H 6.401 -3.178 4.021
H 5.564 -4.275 1.672
H 4.738 -4.015 -0.666
H 1.855 -3.267 4.400
H 0.465 -3.421 3.274
H 1.695 -1.010 4.374
H 1.564 -0.912 2.631
H -0.915 -0.446 0.132
H 0.164 2.476 -0.414
H -1.492 4.310 -0.073
H -3.725 4.028 -1.260
H -4.079 2.109 -2.645
H 1.666 0.794 -4.557
H 0.615 1.857 -3.679
H -0.534 1.582 -5.560
H -1.427 0.612 -4.439
H 2.448 -0.824 -4.603
H 2.370 -2.548 -4.094
H 4.101 -0.560 -2.517
H 4.558 -2.710 -4.364
C 0.535 6.559 -4.082
C -0.156 7.686 -3.940
C -1.639 7.675 -3.894
O -2.272 8.699 -3.761
C -2.318 6.361 -4.017
C -1.628 5.233 -4.169
C -0.151 5.249 -4.205
O 0.473 4.217 -4.309
H 1.617 6.540 -4.110
H 0.322 8.652 -3.847
H -3.400 6.376 -3.979
H -2.106 4.266 -4.262
C -4.681 3.236 2.974
C -4.866 3.613 4.236
C -4.199 2.903 5.358
O -4.370 3.245 6.508
C -3.318 1.760 5.015
C -3.132 1.384 3.752
C -3.798 2.092 2.634
O -3.629 1.750 1.483
H -5.159 3.739 2.143
H -5.505 4.444 4.506
H -2.841 1.256 5.846
H -2.495 0.555 3.483
C 6.921 0.482 7.863
C 7.110 0.664 9.168
C 5.963 0.755 10.106
O 6.134 0.922 11.293
C 4.599 0.633 9.533
C 4.412 0.451 8.228
C 5.558 0.361 7.292
O 5.387 0.193 6.102
H 7.744 0.414 7.163
H 8.097 0.754 9.604
H 3.776 0.701 10.233
H 3.426 0.361 7.792
*
```